Record 1
{"formula": "C17H46O7", "method": "wB97M-V/def2-TZVPD", "symbols": ["H", "H", "H", "C", "O", "C", "H", "H", "H", "C", "H", "H", "H", "C", "O", "O", "H", "C", "C", "C", "H", "C", "H", "H", "H", "H", "H", "H", "H", "H", "H", "H", "C", "H", "H", "C", "H", "H", "C", "C", "C", "H", "H", "H", "H", "H", "C", "H", "C", "H", "H", "H", "H", "H", "H", "H", "O", "O", "H", "H", "H", "H", "H", "H", "H", "O", "C", "H", "C", "O"], "positions_angstrom": [[23.67300, 18.74200, 25.16900], [24.75500, 11.62500, 21.02700], [28.58500, 16.49900, 23.19800], [26.70200, 12.29100, 31.06600], [27.94300, 16.93200, 25.15200], [27.83000, 13.35200, 31.27400], [27.23600, 11.67200, 23.47600], [27.89600, 13.52400, 32.15100], [24.31200, 10.68400, 23.15000], [26.36200, 14.68100, 27.64800], [25.12500, 8.62900, 22.14800], [25.84700, 19.90300, 26.53400], [25.45800, 12.67800, 28.25800], [26.01100, 11.69600, 23.63100], [28.48800, 17.10100, 29.14000], [26.46700, 16.02000, 27.26900], [26.13000, 18.27700, 26.43500], [25.61400, 19.10000, 27.07700], [27.04700, 15.42700, 23.49200], [30.62400, 17.58000, 29.82300], [24.40800, 12.22100, 31.20000], [25.29700, 10.61400, 22.73600], [27.28900, 14.01200, 27.43500], [26.57100, 14.72200, 24.12600], [30.75200, 17.01000, 30.70800], [27.56600, 14.32800, 30.67000], [28.74200, 13.01300, 30.54100], [28.94700, 14.45300, 25.10700], [27.14100, 11.39400, 31.59700], [24.15600, 17.05300, 25.80400], [25.43900, 14.13600, 26.00100], [25.62900, 12.73400, 23.30900], [24.09100, 18.72100, 27.17900], [25.19300, 13.06300, 32.48900], [22.46500, 17.83400, 25.79800], [28.31300, 16.03000, 24.04500], [22.54100, 19.74800, 27.74900], [31.11800, 15.08900, 28.34900], [25.22200, 14.07200, 26.94900], [25.30700, 12.83600, 31.40200], [29.81600, 16.87700, 28.73400], [26.72600, 9.07800, 22.56300], [27.16100, 11.08800, 29.82000], [30.41100, 15.40900, 25.01100], [26.25400, 14.66700, 28.71400], [26.89000, 16.26000, 26.38400], [25.69100, 9.20200, 22.86400], [25.15700, 13.78400, 31.04000], [29.44700, 15.09900, 24.42900], [26.21700, 19.19800, 27.82800], [30.24500, 18.54100, 29.95300], [31.81800, 17.75100, 29.52800], [29.42000, 15.05900, 28.03900], [29.69100, 15.19800, 29.79300], [29.66800, 14.52300, 23.40000], [29.90500, 17.43800, 27.80500], [26.64400, 11.82400, 29.65700], [25.13400, 12.73100, 27.31300], [25.58200, 9.02600, 23.92300], [28.47600, 17.77000, 25.21700], [27.24600, 14.81600, 22.66300], [25.87800, 11.54300, 24.69200], [23.88100, 18.05900, 28.07700], [24.32600, 14.75400, 27.23100], [26.44900, 16.10500, 23.23300], [25.38700, 10.98400, 21.39700], [30.07600, 15.32100, 28.67300], [28.03400, 17.33900, 28.30700], [23.50700, 18.08600, 25.90700], [23.27400, 19.83900, 27.32900]], "charge": 0, "relative_energy_kcal_mol": 128.5, "smiles": "CC(C)O.CC(C)O.CC(C)O.CC(C)O.CC(C)O.OCCO", "homo_energy_ev": -9.418, "lumo_energy_ev": 0.399, "homo_lumo_gap_ev": 9.8, "energy_ha": -1201.63377}

---

Record 2
{"formula": "C17H47ClGaN3O4PS", "method": "wB97M-V/def2-TZVPD", "symbols": ["H", "H", "C", "C", "C", "H", "H", "H", "H", "H", "O", "C", "H", "C", "H", "N", "H", "H", "H", "C", "H", "H", "H", "N", "C", "H", "H", "H", "H", "H", "C", "H", "Cl", "C", "H", "H", "H", "H", "H", "H", "H", "H", "H", "C", "S", "H", "H", "N", "O", "H", "H", "C", "P", "O", "H", "H", "C", "C", "C", "H", "H", "H", "H", "H", "C", "C", "H", "H", "Ga", "C", "H", "H", "O", "H", "H"], "positions_angstrom": [[-9.04882, 4.13357, 0.84682], [-2.62838, 4.71136, 3.68649], [-7.06075, 2.70915, -2.71461], [0.99684, -1.55154, -1.02460], [6.53547, -4.97098, -1.32354], [-0.50093, 5.65756, 0.00226], [-2.33126, 1.25454, 1.36014], [6.08436, -3.36488, -3.69090], [-1.37001, -2.41347, 2.08947], [-2.10453, 5.33199, 0.65397], [5.60735, -3.98054, -1.77826], [-1.03687, 5.22227, 0.85015], [-3.48389, 4.59804, 2.13826], [-1.57950, -1.44574, 1.46540], [-6.59231, 1.06074, 0.31171], [-5.15659, 2.92906, -1.20675], [-0.36921, 3.94856, 2.98537], [3.25832, 0.88485, 0.60550], [-2.70127, -1.06189, 1.59821], [-0.21979, -2.44328, -0.30613], [0.45396, -0.95447, -1.89727], [-0.59257, -3.17939, -1.16581], [3.17896, -2.04644, 4.52543], [-2.88845, 2.08910, 1.54608], [-8.59247, 3.62642, -0.00767], [3.60131, -0.15471, -0.92872], [-6.47015, 2.67810, -3.63796], [8.16962, -3.89692, -3.57671], [-0.18303, 2.37966, 2.21979], [-5.88436, 1.11417, -1.94838], [8.52138, -4.70629, -2.93196], [8.61534, -5.26508, -0.88406], [5.74627, -0.36794, 2.52398], [1.48502, -0.45920, 0.10291], [-0.91040, -0.58745, 1.95570], [8.02658, -3.15093, -0.03608], [-4.58742, 2.44882, -0.50893], [0.86265, 0.53643, -0.11064], [-8.07055, 1.18292, -0.62749], [1.32650, -1.58720, 3.20455], [1.13626, -0.83301, 1.16055], [9.61725, -4.67730, -2.95636], [-7.29503, 3.75966, -2.52476], [3.10875, -0.20846, 0.14988], [2.18182, -4.18227, 2.90599], [1.85422, -2.22129, -1.45910], [6.32025, -5.94362, -1.77907], [8.27367, -3.20669, -1.02470], [-7.49373, 2.86400, 0.46940], [-7.99920, 2.17786, -2.90395], [-0.75434, 5.76893, 1.75476], [5.36506, -4.00447, -3.17713], [2.61807, -2.27114, 3.19333], [-0.69654, 3.84580, 0.92522], [-2.16565, 2.20735, 3.50491], [-4.04274, 3.66341, 3.51797], [-0.80853, 3.28133, 2.23593], [8.02014, -4.57622, -1.49574], [-3.14386, 4.02632, 3.00545], [5.39311, -5.01917, -3.58526], [6.34031, -5.08246, -0.24930], [0.25671, -2.99970, 0.60631], [-2.79705, 2.63732, 0.68577], [7.58852, -2.59640, -1.47984], [-6.28685, 2.06131, -1.56906], [-7.16613, 1.73064, -0.34135], [-9.35347, 3.00240, -0.48566], [-5.53929, 3.73045, -0.69652], [4.03848, -1.51142, 1.45862], [-2.24308, 2.85454, 2.62281], [-8.24083, 4.39648, -0.69599], [4.59627, -2.76066, 0.57365], [-1.36428, -1.57703, 0.01596], [4.36978, -3.58816, -3.35530], [8.20555, -5.65732, -3.37311]], "charge": -1, "homo_energy_ev": -4.598, "lumo_energy_ev": 2.199, "homo_lumo_gap_ev": 6.8, "energy_ha": -4265.59756}

---

Record 3
{"formula": "C17H48BrN6O5", "method": "wB97M-V/def2-TZVPD", "symbols": ["H", "C", "C", "C", "H", "H", "H", "C", "H", "H", "C", "H", "H", "H", "H", "H", "H", "H", "O", "H", "H", "H", "N", "C", "H", "N", "H", "N", "N", "C", "H", "H", "C", "H", "H", "C", "H", "H", "H", "H", "O", "H", "H", "H", "H", "H", "H", "N", "H", "H", "C", "H", "C", "O", "H", "C", "N", "H", "C", "Br", "H", "H", "H", "C", "C", "H", "O", "H", "H", "H", "O", "H", "C", "C", "H", "H", "H"], "positions_angstrom": [[-3.65179, -3.15154, 3.18340], [-1.84428, -0.94550, -3.81879], [2.21667, 3.81524, -1.27043], [4.42397, -0.91732, 2.30206], [-1.96251, -2.64010, -2.00519], [4.97283, -1.21597, 3.20106], [2.42472, 5.89152, -1.00187], [-1.74585, -3.34290, -4.58025], [2.00468, -4.98993, 3.10543], [-1.19953, -4.27692, -4.44819], [-0.67414, 5.67508, -1.31329], [-0.44702, -2.11709, -1.76770], [1.16622, 0.33263, 4.47607], [1.90780, -4.18972, 4.79738], [-2.80224, -3.50891, -4.35670], [4.78545, -2.81993, 1.38415], [-3.72401, 0.49416, -4.61582], [3.55152, -0.34819, 2.62651], [-0.88891, 0.19677, 4.27330], [-2.31792, 1.57430, -4.87085], [-1.54665, 5.81466, -0.68174], [1.84588, -2.16312, 1.83074], [-3.26752, 0.87458, 0.37631], [3.44730, 3.69646, -2.14678], [-4.10847, 0.79644, 0.91577], [1.18751, 2.89006, -1.77184], [-1.41385, 1.30715, -1.14246], [3.65607, -1.65821, 0.05110], [-1.81618, -1.97010, 1.92464], [-2.92861, -2.76002, 3.90455], [2.66324, -1.40442, 0.05981], [3.79619, 2.66633, -2.23739], [-1.06822, -2.25817, -3.75809], [0.28525, 0.04066, 5.99736], [-2.60717, -1.90983, 1.29630], [0.24637, 0.55436, 5.02970], [4.29137, 4.28628, -1.77237], [4.05480, -0.73489, -0.09754], [-2.82383, -1.06126, -3.32697], [1.53818, 5.51666, -2.46677], [-4.36351, 2.42505, -0.86533], [-3.11588, 0.74800, -6.26269], [-3.47904, -2.52843, 4.82025], [3.26684, 4.03365, -3.17077], [-1.29399, -0.19043, -3.24360], [-2.25277, -3.60082, 4.07372], [1.27479, 1.95347, -1.37567], [-2.24756, 1.79095, -1.45347], [5.14783, -0.32785, 1.73734], [-1.74224, -3.09757, -5.64884], [-2.19653, -1.56732, 3.29766], [0.30652, 3.19013, -1.35841], [3.96317, -2.09719, 1.43103], [0.51545, 5.43686, -0.59957], [-0.07069, -1.47203, 3.40200], [-0.91928, -1.20500, 4.04782], [-1.01599, -2.72137, -2.36546], [-1.06444, -1.37972, 1.57027], [2.73926, -2.79254, 1.96941], [0.32439, -0.27042, -0.28457], [-0.55561, 6.57350, -1.93896], [-0.90646, 4.86286, -2.01454], [-0.77365, -1.75681, 4.98476], [1.64347, 5.23207, -1.41810], [-2.82418, 0.67075, -5.21573], [-2.19809, 2.48409, -2.17555], [-2.01331, -0.49205, -5.15198], [0.91846, -3.67171, 3.49518], [2.54243, -3.69817, 1.37663], [-2.44099, 0.33050, 0.56620], [2.90486, -3.15192, 3.32793], [-2.84950, -0.68948, 3.27626], [-3.35724, 1.74986, -0.67275], [1.91870, -4.08819, 3.71564], [2.47983, 3.66598, -0.21879], [0.18571, 1.62815, 5.20368], [-0.07810, -2.01614, -4.14562]], "charge": -1, "homo_energy_ev": -5.710, "lumo_energy_ev": 2.799, "homo_lumo_gap_ev": 8.5, "energy_ha": -3955.35429}

---

Record 4
{"formula": "C17H51AgBN4O6V", "method": "wB97M-V/def2-TZVPD", "symbols": ["C", "H", "Ag", "H", "H", "H", "C", "C", "H", "H", "H", "H", "H", "H", "C", "H", "H", "H", "H", "H", "C", "C", "H", "O", "C", "H", "V", "H", "H", "N", "H", "O", "H", "H", "H", "C", "H", "O", "N", "C", "N", "H", "H", "H", "H", "H", "H", "H", "H", "H", "H", "H", "C", "C", "H", "H", "H", "C", "H", "H", "H", "H", "C", "O", "C", "N", "C", "O", "H", "O", "H", "H", "H", "C", "H", "B", "H", "H", "H", "C", "H"], "positions_angstrom": [[3.27197, -3.16400, -2.81272], [2.42418, 1.72653, 1.94471], [2.37965, 0.04158, -1.68534], [-1.75814, 1.12543, 3.37945], [-2.31590, -1.26248, -6.30857], [-1.19253, -2.94305, -7.79006], [1.79442, -2.80918, -2.72968], [-0.25316, -2.44861, -7.54250], [-2.40930, -1.69232, 2.85586], [-1.68651, 2.63246, 6.02173], [0.85811, -2.58767, 1.20187], [2.24639, -1.71256, 1.63064], [0.24652, -2.46860, -1.18310], [-0.13562, -0.21529, -0.29376], [-1.29345, -0.11892, -4.79387], [-3.17859, 2.92489, -2.89674], [1.56978, 0.94120, 3.30442], [-1.51060, 2.30136, -2.42454], [-1.55529, -1.98273, -3.65734], [1.99824, -1.65423, -4.26441], [1.26466, -2.85686, -1.28023], [-1.31757, -0.83775, -6.15711], [2.38186, -3.41271, 1.01710], [2.12687, -2.08043, -0.46275], [-0.98162, 3.37843, 5.64103], [-2.04180, 1.44701, -4.01297], [0.05670, 3.48764, -1.90779], [1.75722, 3.48992, 5.27684], [-0.27638, 0.19176, -4.54565], [2.53964, 4.14793, 2.65619], [-1.21999, 1.10140, -0.54548], [-0.32187, -1.84792, -6.25744], [-2.43677, -2.22316, 5.27590], [0.62477, 4.58158, 4.49983], [-2.99381, -1.03299, -3.75602], [-0.24787, 0.85900, -0.11409], [1.45985, -3.08265, 3.79657], [0.70951, 1.62407, -0.85739], [-2.14266, 1.07992, -4.95439], [-1.90817, -0.94524, -3.67027], [1.54859, -1.49938, -3.36490], [3.52961, -4.22271, -2.75637], [-3.14428, 0.95388, -5.03712], [0.78421, 3.12758, 2.30024], [-0.02111, -1.63496, -8.23940], [3.09130, 1.69210, 3.64806], [1.29914, -3.60158, -3.30013], [-0.52090, 3.79996, 6.54249], [-0.19309, 1.06417, 0.95474], [1.26419, -3.92365, -1.03918], [3.69375, -2.90309, -3.78821], [3.42086, 4.08300, 3.14672], [1.53826, 3.15503, 3.08227], [-2.55279, 0.37658, 3.27662], [-0.41429, -0.40716, 4.79522], [-0.01894, -0.92138, 3.13248], [1.60905, -1.95749, 5.12337], [2.20732, 1.78204, 3.01578], [-1.14569, -0.13061, -6.97279], [0.56870, -1.32974, -3.56796], [3.88434, -2.67600, -2.05204], [-2.56584, 2.96657, -1.13199], [1.00257, -2.78491, 4.74367], [-0.09939, 4.47687, -0.69592], [1.02683, 3.56728, 4.46388], [-2.84562, -1.36237, 4.92359], [-2.14190, -1.01980, 3.67245], [-0.35746, -2.39687, 4.59613], [-1.68188, 4.15654, 5.31119], [-0.07213, 2.70889, 4.81425], [-1.81134, -0.43307, -2.70863], [-2.84869, 0.53162, 2.23554], [2.71267, 4.10433, 1.66286], [-0.63479, -1.14954, 4.01632], [-2.64775, -0.69658, 5.66373], [-2.26588, 3.11320, -2.23214], [-3.39552, 0.72953, 3.86973], [0.96509, -3.59541, 5.46374], [-1.79589, 4.11652, -2.43499], [1.90052, -2.43873, 0.89616], [0.59543, -3.12338, -7.62738]], "s_squared": 0.788, "charge": 1, "homo_energy_ev": [-10.728, -10.728], "lumo_energy_ev": [-5.594, -5.229], "multiplicity": 2, "homo_lumo_gap_ev": [5.1, 5.5], "energy_ha": -2464.09598}